# 1
{
  "formula": "C21H20IMnN3O6S2",
  "method": "wB97M-V/def2-TZVPD",
  "species": ["Mn", "C", "C", "C", "C", "C", "C", "C", "C", "N", "H", "H", "H", "H", "H", "H", "H", "H", "H", "O", "S", "O", "N", "C", "O", "C", "C", "C", "C", "C", "C", "H", "H", "H", "H", "I", "C", "C", "C", "C", "N", "C", "H", "H", "H", "H", "C", "S", "O", "O", "O", "H", "H", "H"],
  "coordinates": [[0.02616, -0.33303, -0.72312], [-0.12374, -3.76833, -0.20312], [-0.12134, -3.48403, 1.26958], [-0.27064, -4.50693, 2.17678], [-0.28114, -4.27773, 3.54748], [-0.11684, -2.97573, 4.00948], [0.03996, -1.92063, 3.14108], [0.21596, -0.51523, 3.63468], [0.01996, -2.12573, 1.71818], [0.11706, -1.10133, 0.89748], [0.42896, -4.68093, -0.42942], [0.32806, -2.91173, -0.73802], [-1.14714, -3.88163, -0.56322], [-0.39234, -5.51853, 1.80338], [-0.41574, -5.09763, 4.24038], [-0.11694, -2.79543, 5.08048], [0.17106, -0.46853, 4.72378], [-0.55824, 0.12167, 3.20658], [1.17146, -0.11743, 3.29288], [6.32686, 1.24857, -1.81672], [5.34226, 1.41277, -0.75992], [4.82336, 3.11387, -0.86962], [4.00376, 0.64097, -1.18532], [2.82236, 0.99267, -0.71392], [1.83766, 0.21407, -0.77462], [2.64456, 2.35127, -0.13062], [1.46056, 2.68677, 0.52038], [1.22846, 3.96747, 0.98418], [2.17926, 4.95397, 0.77298], [3.36346, 4.64597, 0.12868], [3.62296, 3.34907, -0.30552], [0.71196, 1.91067, 0.65108], [0.30156, 4.20257, 1.49048], [2.00526, 5.97077, 1.10968], [4.11696, 5.40237, -0.04452], [-4.72534, -0.86253, -4.34262], [-3.84594, -0.71033, -2.29322], [-4.69704, -0.40933, -1.24142], [-4.15764, -0.69223, 0.03758], [-2.82974, -0.97193, 0.16108], [-1.96424, -1.10523, -0.89212], [-2.56894, -1.13893, -2.12452], [-5.67824, 0.01607, -1.37612], [-4.79174, -0.65293, 0.91358], [-2.38024, -1.12583, 1.13198], [-1.96494, -1.49563, -2.94972], [-1.37584, 1.76517, -3.93882], [-0.15994, 1.36337, -2.62502], [0.09636, -0.06503, -2.82632], [0.95186, 2.25107, -2.87022], [-0.88234, 1.61737, -1.36852], [-0.87754, 1.67437, -4.89502], [-1.72354, 2.77707, -3.77902], [-2.19084, 1.06047, -3.86342]],
  "mulliken_charge": [0.759, -1.566, 1.163, -0.581, -0.640, -0.664, 0.955, -1.415, -0.192, -0.373, 0.526, 0.085, 0.232, 0.359, 0.341, 0.285, 0.369, 0.214, 0.232, -0.587, 0.449, -0.651, -0.604, 0.546, -0.598, 0.522, -0.065, -1.021, -0.337, -0.618, 0.413, 0.507, 0.410, 0.331, 0.404, -0.255, -0.045, -0.530, -0.573, -0.382, 0.478, -0.763, 0.401, 0.390, 0.203, 0.438, -0.774, 1.392, -0.612, -0.603, -0.661, 0.349, 0.326, 0.029],
  "s_squared": 9.15,
  "energy_ev": -99948.8319,
  "spin_multiplicity": 6,
  "total_charge": -2
}


# 2
{
  "formula": "C4H4F2O",
  "method": "wB97M-V/def2-TZVPD",
  "species": ["C", "C", "C", "C", "O", "F", "F", "H", "H", "H", "H"],
  "coordinates": [[-0.08000, 0.24735, -0.77299], [-0.85728, 1.32765, -0.67691], [0.97983, -0.14918, 0.13780], [-0.35077, -0.98324, -1.50084], [0.78424, -0.29187, 1.45674], [-1.96968, 1.47670, -1.41952], [0.59941, -1.54615, -2.26878], [-0.69536, 2.15674, -0.00499], [1.83365, -0.70523, -0.22083], [-1.11070, -1.68458, -1.19582], [0.02156, 0.21800, 1.76162]],
  "mulliken_charge": [0.323, -0.171, -0.372, -0.330, -0.435, -0.245, -0.243, 0.392, 0.399, 0.345, 0.337],
  "de_lowest_kj_mol": 370.2
}


# 3
{
  "formula": "C2H28NO11",
  "method": "wB97M-V/def2-TZVPD",
  "species": ["C", "C", "N", "H", "H", "H", "H", "H", "H", "H", "H", "O", "H", "H", "O", "H", "H", "O", "H", "H", "O", "H", "H", "O", "H", "H", "O", "H", "H", "O", "H", "H", "O", "H", "H", "O", "H", "H", "O", "H", "H", "O"],
  "coordinates": [[-0.27537, 1.65309, 0.71735], [-0.37427, 3.38216, -0.92756], [0.00961, 2.21442, -0.58405], [0.63204, 1.35662, 1.29245], [-1.06949, 0.93037, 0.73207], [-0.66041, 2.42266, 1.45595], [-1.01169, 3.92397, -0.21116], [-0.21429, 3.75460, -1.95900], [0.65863, 1.68438, -1.21804], [3.74589, 0.11166, 1.63524], [2.72274, -0.80348, 0.86772], [2.84307, 0.07153, 1.33882], [-1.10549, -1.31516, -2.10930], [-0.42504, -1.93674, -1.02400], [-0.62973, -2.09781, -1.94325], [1.62809, -0.95091, 3.91417], [1.85872, -0.07663, 2.61473], [1.15343, -0.47201, 3.25432], [2.15573, -0.12517, -1.97169], [2.19951, 1.04083, -2.86895], [1.89987, 0.83095, -1.99049], [1.15861, -1.82472, 0.54212], [2.02476, -1.82472, -0.80214], [1.94835, -2.19218, 0.12201], [-3.06222, -0.50808, -0.72640], [-3.69567, -0.55735, -2.26225], [-2.96010, -0.14822, -1.61090], [-2.08083, 2.12003, -3.62828], [-2.52546, 2.05590, -2.21510], [-1.89456, 2.51448, -2.78718], [-2.17126, -2.02247, 1.03618], [-1.74882, -0.63748, 1.61654], [-1.97476, -1.03589, 0.76532], [0.16688, -1.47481, 2.38712], [-0.25104, -2.94656, 2.48541], [-0.23805, -2.24256, 1.92740], [-2.08055, 0.52985, 3.61318], [-0.59767, 0.44032, 3.49190], [-1.38582, 0.55738, 2.94438], [2.56026, -2.59702, -2.61366], [1.07599, -2.02946, -2.63959], [1.99039, -1.77577, -2.66135]],
  "mulliken_charge": [-0.629, -0.085, 0.356, 0.186, 0.089, 0.377, 0.315, 0.301, 0.169, 0.328, 0.545, -0.700, 0.351, 0.300, -0.699, 0.294, 0.389, -0.672, 0.330, 0.260, -0.646, 0.314, 0.353, -0.720, 0.300, 0.350, -0.571, 0.292, 0.293, -0.562, 0.441, 0.392, -0.349, 0.475, 0.273, -0.387, 0.285, 0.334, -0.623, 0.308, 0.409, -0.763],
  "s_squared": 0.76,
  "energy_ev": -26521.7149,
  "spin_multiplicity": 2,
  "total_charge": 2
}


# 4
{
  "formula": "C9H28N2O5",
  "method": "wB97M-V/def2-TZVPD",
  "species": ["C", "O", "H", "H", "H", "H", "C", "O", "H", "H", "H", "H", "C", "O", "N", "N", "H", "H", "H", "H", "C", "C", "C", "O", "H", "H", "H", "H", "H", "H", "H", "H", "C", "C", "C", "O", "H", "H", "H", "H", "H", "H", "H", "H"],
  "coordinates": [[24.68000, -11.30100, 8.00000], [24.22000, -10.64700, 6.89700], [24.12800, -12.22900, 8.07200], [24.54200, -10.76100, 8.94900], [25.74000, -11.57300, 7.92300], [24.30800, -9.67700, 7.04100], [25.57100, -13.53800, 5.42800], [24.36200, -12.96000, 5.26500], [25.83400, -14.08000, 4.47000], [25.61200, -14.34500, 6.19300], [26.34200, -12.83600, 5.51000], [24.26700, -12.14300, 5.78300], [22.94000, -15.81500, 3.85400], [22.29500, -16.91100, 3.45400], [22.98500, -14.73300, 3.13000], [23.61000, -15.67300, 4.97900], [23.04500, -14.78700, 2.08600], [23.25500, -13.85700, 3.53000], [23.69900, -16.46000, 5.66600], [24.02100, -14.74300, 5.16800], [24.17600, -10.17100, 3.20800], [25.50400, -10.61700, 2.67400], [25.50100, -12.03700, 2.16100], [25.98700, -9.83700, 1.80200], [24.22100, -9.18900, 3.65500], [23.90300, -10.87400, 3.99100], [23.35200, -10.08800, 2.39800], [26.22400, -10.61000, 3.46600], [26.42900, -12.11400, 1.51200], [24.67400, -12.13500, 1.47300], [25.53400, -12.89200, 2.84300], [26.01900, -8.96600, 2.21300], [21.26500, -12.58000, 5.34300], [19.94100, -12.09200, 5.93500], [19.05200, -11.35800, 4.97000], [19.20500, -13.08200, 6.22300], [21.20900, -13.52300, 4.85500], [21.86800, -12.71600, 6.19400], [21.59700, -11.79500, 4.66900], [20.13300, -11.42400, 6.79500], [18.45900, -12.00600, 4.36200], [19.59200, -10.77300, 4.23400], [18.33700, -10.68300, 5.43300], [18.70900, -12.78900, 7.01100]],
  "mulliken_charge": [-0.709, -0.511, 0.229, 0.377, 0.254, 0.296, -1.237, 0.075, 0.415, 0.295, 0.417, -0.089, 0.484, -0.751, -0.225, -0.281, 0.240, 0.097, 0.189, 0.352, -0.790, 0.550, -1.007, -0.536, 0.482, -0.108, 0.254, 0.122, 0.360, 0.280, 0.114, 0.366, -0.709, 0.455, -1.493, -0.520, 0.295, 0.217, 0.024, 0.276, 0.357, 0.327, 0.384, 0.384],
  "de_lowest_kj_mol": 113.4,
  "smiles": "NC(N)=O.CC(C)O.CC(C)O.CO.CO"
}